{
  "formula": "C39H70MnN9O",
  "method": "wB97M-V/def2-TZVPD",
  "elements": ["Mn", "O", "N", "N", "N", "N", "N", "N", "N", "N", "N", "C", "C", "C", "C", "C", "C", "C", "C", "C", "C", "C", "C", "C", "C", "C", "C", "C", "C", "C", "C", "C", "C", "C", "C", "C", "C", "C", "C", "C", "C", "C", "C", "C", "C", "C", "C", "C", "C", "C", "H", "H", "H", "H", "H", "H", "H", "H", "H", "H", "H", "H", "H", "H", "H", "H", "H", "H", "H", "H", "H", "H", "H", "H", "H", "H", "H", "H", "H", "H", "H", "H", "H", "H", "H", "H", "H", "H", "H", "H", "H", "H", "H", "H", "H", "H", "H", "H", "H", "H", "H", "H", "H", "H", "H", "H", "H", "H", "H", "H", "H", "H", "H", "H", "H", "H", "H", "H", "H", "H"],
  "coordinates": [[17.2884, 4.0352, -14.7587], [17.7878, 4.7912, -16.5800], [15.5938, 5.4658, -14.5941], [9.0748, 5.5818, -19.5887], [15.6945, 2.6472, -15.7110], [19.1425, 12.3118, -22.3931], [21.5948, 7.6030, -22.8235], [17.6569, -0.4154, -21.3669], [16.3509, 8.7463, -14.4400], [11.5075, 9.3733, -20.9965], [23.4495, 7.2787, -16.6479], [13.2923, 6.5608, -15.0784], [14.2950, 0.4687, -18.1814], [11.0955, 4.5164, -20.8729], [21.9809, 4.3557, -15.5247], [14.0853, 10.1686, -18.7806], [18.3119, 12.0123, -19.9356], [21.4822, 5.7447, -15.8566], [18.0049, 6.7836, -17.9751], [14.5857, 5.9711, -14.7898], [12.0879, 4.3274, -15.2995], [12.6329, 9.6908, -18.6485], [15.2109, 1.7063, -16.1520], [17.4460, 8.4709, -14.6483], [18.8049, 12.1823, -21.3049], [15.8230, 1.3512, -21.9211], [17.6093, 5.3180, -17.8477], [19.4099, 9.7783, -19.5068], [14.9645, 9.1867, -19.5731], [19.1325, 11.1757, -18.9379], [23.0228, 4.3135, -14.3889], [13.3525, 1.5869, -18.6541], [19.5250, 10.6143, -15.1716], [20.8804, 6.8665, -22.3122], [17.3770, 3.3316, -21.6320], [11.9943, 9.5050, -19.9662], [19.4542, 9.2513, -15.8151], [20.7127, 4.8919, -20.7338], [21.8390, 5.4817, -19.8815], [14.5778, 0.4837, -16.6810], [12.1354, 5.6951, -14.6254], [16.1652, 5.1499, -18.3360], [16.0604, 2.6768, -21.1994], [9.9584, 5.1008, -20.1400], [22.5719, 6.6227, -16.3089], [12.6342, 5.9874, -19.3679], [19.9848, 5.8895, -21.6693], [12.3802, 4.6438, -20.0544], [16.8458, 0.3504, -21.6356], [18.8506, 8.1425, -14.9279], [18.1926, 2.6608, -21.3531], [16.1457, 2.4671, -20.1288], [18.1861, 4.7847, -18.6176], [23.9145, 4.9142, -14.5555], [18.5677, 10.9183, -14.7431], [14.4979, 10.2377, -17.7716], [12.7881, 6.8135, -20.0652], [19.3863, 8.0229, -13.9833], [15.2432, 0.6003, -18.7028], [20.1942, 10.5809, -14.3082], [17.3339, 11.5365, -20.0556], [13.3282, 6.7733, -16.1542], [20.4237, 8.8987, -16.1731], [13.8506, -0.5078, -18.3696], [11.8073, 6.2317, -18.7000], [13.6679, 0.2582, -16.1242], [11.1045, 3.8718, -15.1941], [18.6231, 11.1762, -17.9747], [15.9899, 5.3932, -19.3884], [19.5404, 5.3458, -22.5022], [11.2052, 6.2546, -14.7401], [14.1226, 11.1617, -19.2249], [17.4062, 3.5225, -22.7038], [19.2421, 6.4592, -21.1103], [20.0946, 11.6657, -18.7736], [12.2011, 4.3987, -16.3871], [12.4222, 1.7304, -18.1053], [14.9412, 8.1916, -19.1248], [22.5245, 6.0879, -20.4734], [21.1893, 3.7055, -15.1267], [18.8065, 9.3650, -16.6902], [15.7925, 4.1273, -18.2394], [12.5378, 8.7459, -18.1123], [21.0490, 4.0592, -21.3509], [22.2316, 3.7585, -16.4043], [19.8387, 11.3064, -15.9502], [18.1367, 13.0237, -19.5633], [11.1119, 5.0641, -21.8183], [13.5551, 5.9673, -18.7821], [13.2333, 7.5635, -14.6466], [18.0647, 7.0623, -19.0277], [12.1778, 5.6337, -13.5339], [17.5657, 4.2506, -21.0757], [18.9145, 7.1862, -15.4507], [14.9054, 0.8694, -21.5626], [22.3731, 4.7202, -19.3157], [11.9519, 10.4187, -18.1999], [20.0363, 9.2055, -18.8244], [15.2780, -0.3352, -16.4994], [12.9034, 3.6829, -14.9709], [17.4573, 7.4377, -17.2962], [21.0578, 6.2023, -14.9563], [19.8177, 9.8782, -20.5122], [14.5957, 9.1556, -20.5991], [19.0632, 6.8973, -17.7018], [15.5164, 5.8332, -17.7774], [10.8908, 3.4676, -21.0846], [13.9763, 2.4831, -18.6043], [21.4406, 6.1733, -19.1318], [15.6570, 1.4457, -22.9951], [13.1788, 4.3398, -20.7310], [20.6582, 5.7967, -16.5726], [19.9838, 4.4764, -20.0346], [12.2292, 3.9359, -19.2373], [23.3763, 3.2809, -14.3666], [22.4965, 4.5392, -13.4637], [13.0741, 1.4381, -19.6975], [15.2302, 3.3770, -21.2881], [16.0061, 9.5060, -19.5848], [18.4781, 9.2198, -19.6359]],
  "mulliken_spin": [4.808, 0.157, 0.020, 0.000, 0.013, 0.000, 0.000, 0.000, 0.000, 0.000, 0.000, -0.001, 0.000, 0.000, 0.000, 0.000, 0.000, 0.002, -0.004, 0.009, 0.000, 0.000, 0.005, 0.003, 0.000, 0.000, -0.059, 0.000, 0.000, 0.000, -0.001, 0.001, 0.000, 0.000, 0.001, 0.000, 0.000, 0.001, 0.000, 0.002, 0.001, 0.018, 0.000, 0.000, -0.001, -0.001, 0.000, 0.000, 0.000, 0.002, 0.000, 0.000, 0.014, 0.000, 0.000, 0.000, 0.000, -0.001, 0.000, 0.000, 0.000, 0.002, 0.000, 0.000, 0.000, 0.000, 0.000, 0.000, -0.003, 0.000, 0.000, 0.000, 0.000, 0.000, 0.000, 0.000, 0.000, 0.000, 0.000, 0.000, 0.001, 0.003, 0.000, 0.000, 0.000, 0.000, 0.000, 0.000, 0.001, 0.001, -0.001, 0.000, 0.001, 0.000, 0.000, 0.000, 0.000, 0.000, 0.001, 0.001, 0.001, 0.001, 0.000, 0.000, 0.004, 0.004, 0.000, 0.000, 0.000, 0.000, 0.000, -0.002, -0.002, 0.000, 0.000, 0.000, 0.000, 0.000, 0.000, 0.000],
  "de_lowest_kj_mol": 167.0,
  "spin_multiplicity": 6,
  "charge": 1
}

{
  "formula": "C39H72N2O15P",
  "method": "wB97M-V/def2-TZVPD",
  "elements": ["P", "O", "O", "O", "O", "O", "O", "O", "O", "O", "O", "O", "O", "O", "O", "O", "N", "N", "C", "C", "C", "C", "C", "C", "C", "C", "C", "C", "C", "C", "C", "C", "C", "C", "C", "C", "C", "C", "C", "C", "C", "C", "C", "C", "C", "C", "C", "C", "C", "C", "C", "C", "C", "C", "C", "C", "C", "H", "H", "H", "H", "H", "H", "H", "H", "H", "H", "H", "H", "H", "H", "H", "H", "H", "H", "H", "H", "H", "H", "H", "H", "H", "H", "H", "H", "H", "H", "H", "H", "H", "H", "H", "H", "H", "H", "H", "H", "H", "H", "H", "H", "H", "H", "H", "H", "H", "H", "H", "H", "H", "H", "H", "H", "H", "H", "H", "H", "H", "H", "H", "H", "H", "H", "H", "H", "H", "H", "H", "H"],
  "coordinates": [[-0.9795, 2.7482, -2.3466], [0.6690, 0.6793, -2.0145], [-5.7948, 5.3896, -2.4454], [0.1237, -4.0443, -6.7359], [2.0649, 0.0787, 5.5414], [-0.1329, 3.2289, -1.0470], [-3.4930, 2.4319, 1.7522], [1.3224, -2.2279, -6.2290], [-0.7874, -2.6690, 8.6774], [-3.9117, 4.5192, -1.6479], [5.6456, -3.5198, -0.4544], [0.3368, 2.7454, -10.3616], [2.2311, 1.6039, 3.9141], [6.6438, -4.2426, 1.4019], [-0.5142, -0.5555, 9.3195], [-0.8304, 1.6553, -8.7980], [-4.2586, 2.1161, -3.5443], [-0.7350, 0.8930, -1.9489], [1.0458, -0.3873, 6.4534], [-3.3682, 3.1444, 2.9661], [3.3297, -1.9112, 1.4490], [-2.5195, 1.2977, -0.0765], [-0.6530, 1.2710, -7.4326], [1.5995, 1.1043, 4.8027], [-0.2984, 0.1678, 10.5461], [-7.1149, 5.7160, -1.9580], [-0.8933, -0.7183, 11.6374], [6.1890, -4.4055, 0.1390], [-7.3348, 4.7873, -0.7677], [1.7624, -0.4949, -0.0881], [0.0894, 0.7874, 6.6217], [-2.3180, 2.3908, 0.9725], [-0.6605, -2.1156, 11.0655], [-2.8591, 0.0897, -3.2406], [-5.9119, 4.6236, -0.2360], [0.0781, -3.4005, -4.4874], [1.3616, 2.2518, -8.1927], [6.4976, -5.8150, -0.3303], [6.8070, -6.5524, 0.9705], [0.8567, 1.1845, -7.2259], [-5.0662, 4.8133, -1.4763], [2.5014, 0.8224, 0.1199], [-1.3523, -0.0001, -2.9939], [0.1956, 1.4632, 5.2567], [0.6082, -3.1228, -5.8825], [-3.3703, 1.1773, -4.2169], [1.1726, -0.5824, -1.4920], [0.2888, 2.2746, -9.2696], [-0.7853, -4.9363, -6.0629], [-0.4243, -4.8385, -4.5808], [-1.2116, 0.6302, -0.5359], [-0.6745, -1.8814, 9.5684], [4.6971, -1.2156, 1.5384], [7.3414, -5.4219, 1.8451], [2.4219, -1.5106, 2.6185], [0.2478, 2.9104, -3.6731], [2.6558, -1.7323, 0.0747], [1.5337, -0.6908, 7.3744], [1.1542, 1.3417, -6.1903], [-1.4153, -2.8488, 11.3348], [4.6394, -0.2428, 2.0324], [-0.5043, 1.0387, 4.5325], [-3.7164, 4.1762, 2.8481], [7.1421, -5.5474, 2.9057], [0.1642, 3.9336, -4.0515], [-8.0408, 5.1902, -0.0460], [-1.1722, 0.3269, -7.2773], [-1.9631, -0.5272, 11.7250], [2.3291, 2.0379, -8.6373], [-1.1147, 2.0389, -6.8012], [0.3892, -5.5258, -4.3488], [3.0685, 0.8136, 1.0472], [7.5134, -7.3721, 0.8653], [-0.7799, 1.1377, 10.4520], [5.1363, -1.0719, 0.5507], [-7.8154, 5.5704, -2.7751], [-7.7124, 3.8249, -1.1141], [-1.4508, 2.1695, 1.6099], [1.3752, -1.7864, 2.4601], [2.0658, -2.6310, -0.1451], [7.3631, -5.7612, -0.9938], [0.0368, 2.2330, -4.5010], [3.4414, -1.6848, -0.6871], [0.0743, 2.5432, 5.2712], [8.4108, -5.2572, 1.7008], [-3.9756, 2.6478, 3.7219], [-5.6403, 5.4095, 0.4731], [-0.3905, 0.9740, 0.0877], [5.8867, -6.9487, 1.4008], [5.4065, -1.8235, 2.1014], [2.7794, -2.0072, 3.5230], [0.4609, 1.4553, 7.3997], [-3.7413, 2.8500, -3.0776], [-0.7994, 0.2088, -3.9116], [0.3999, -1.3512, -1.5488], [-1.2706, -0.4534, -0.4381], [1.8118, 1.6675, 0.1754], [-3.4160, 0.1910, -2.3145], [0.6009, 3.8262, -1.2418], [-3.1384, 0.5295, 0.3926], [-3.1103, 1.7076, -0.8934], [-3.9308, 0.6897, -5.0128], [-4.9205, 2.5489, -4.1722], [-2.1534, 3.3593, 0.4909], [-0.7299, -2.6846, -4.3144], [5.6572, -6.2147, -0.8908], [-0.4372, -0.5496, 12.6097], [1.2568, 2.7209, -3.3132], [-2.5066, 1.6777, -4.6849], [-3.1279, -0.8968, -3.6275], [-1.8022, -4.5927, -6.2627], [-0.6575, -5.9271, -6.4887], [3.1980, 1.0044, -0.7043], [0.9398, -0.5677, 0.6297], [-1.2628, -5.0726, -3.9292], [2.4804, -0.4430, 2.8302], [-1.1048, -1.0187, -2.6990], [-2.3280, 3.1669, 3.3046], [1.2173, 0.2006, -7.5249], [0.3208, -2.5149, 11.3298], [1.9451, -0.8620, -2.2119], [-0.9087, 0.4659, 6.9020], [0.7766, 0.3131, 10.6722], [-5.6956, 3.6597, 0.2178], [0.5625, -1.2588, 6.0092], [-7.1156, 6.7687, -1.6711], [3.5204, -2.9825, 1.5526], [1.3981, 3.2457, -7.7414], [0.8615, -3.2437, -3.7499]],
  "lowdin_charge": [1.064, -0.141, 0.032, 0.038, 0.024, -0.246, -0.192, 0.119, 0.126, 0.064, 0.117, 0.141, 0.099, 0.016, -0.013, 0.025, 0.010, -0.290, -0.139, -0.090, -0.394, -0.139, -0.173, -0.500, -0.147, -0.136, -0.145, -0.480, -0.140, -0.353, -0.154, -0.237, -0.069, -0.147, -0.068, -0.081, -0.066, -0.073, -0.147, -0.153, -0.485, -0.022, -0.137, -0.075, -0.491, -0.274, -0.138, -0.477, -0.140, -0.141, -0.111, -0.483, -0.071, -0.145, -0.071, -0.218, -0.148, 0.121, 0.094, 0.128, 0.073, 0.124, 0.088, 0.126, 0.065, 0.118, 0.122, 0.119, 0.128, 0.109, 0.121, 0.065, 0.116, 0.126, 0.072, 0.127, 0.120, 0.123, 0.080, 0.123, 0.133, 0.016, 0.114, 0.123, 0.128, 0.091, 0.135, 0.105, 0.118, 0.072, 0.087, 0.118, -0.003, 0.125, 0.112, 0.136, 0.068, 0.098, 0.091, 0.131, 0.079, 0.115, 0.075, 0.112, 0.109, 0.124, 0.117, 0.059, 0.081, 0.115, 0.127, 0.128, 0.100, 0.115, 0.116, 0.044, 0.101, 0.079, 0.111, 0.134, 0.145, 0.111, 0.128, 0.121, 0.131, 0.129, 0.120, 0.129, 0.121],
  "energy_ha": -3108.50123,
  "spin_multiplicity": 1,
  "charge": 1
}